Record 1
A single C17H16N4 molecule, computed with ωB97M-V with the def2-TZVPD basis set.

Structure (XYZ):
```
37
C17H16N4 ωB97M-V with the def2-TZVPD basis set
C -0.66344 0.38771 4.37315
C 0.05448 1.00603 3.23758
N -0.10488 2.34237 2.95449
C 0.63770 2.66330 1.81130
C 1.32752 1.48082 1.40287
C 2.29667 1.56965 0.39833
C 2.58021 2.81321 -0.16123
C 1.96917 3.97932 0.31643
C 1.01252 3.91854 1.34848
C 0.97961 0.45221 2.35048
C 1.74964 -0.83133 2.50507
C 1.91427 -1.66152 1.21090
C 1.36021 -1.33429 -0.04521
C 1.86641 -1.93984 -1.20097
C 2.85736 -2.92583 -1.08916
C 3.56019 -3.44812 -2.31020
C 3.15138 -3.43929 0.17092
C 2.59769 -2.87104 1.31127
H -0.58919 -0.71006 4.29928
H -0.22000 0.75225 5.31644
H -1.72851 0.67722 4.36718
H -0.63162 3.00330 3.53714
H 2.77900 0.67040 0.05909
H 3.28980 2.88416 -0.97012
H 2.26639 4.95405 -0.08154
H 0.60431 4.81212 1.82914
H 1.20198 -1.46473 3.21722
H 0.57661 -0.56974 -0.15205
H 1.52494 -1.62579 -2.18814
H 4.31253 -4.18237 -1.99975
H 2.89548 -3.92079 -3.05393
H 4.10184 -2.62373 -2.79883
H 3.83395 -4.27878 0.26990
H 2.70687 -3.32851 2.28373
N 2.92684 -0.37929 3.30865
N 4.03626 -0.93931 3.26628
N 5.15434 -1.19303 3.43620
```

frontier orbital gap	8.4	eV
HOMO	-7.702	eV
multiplicity	1
energy	-876.3572	hartree



Record 2
A molecular structure, C17H16N7O4RuS5, computed with ωB97M-V with the def2-TZVPD basis set.

Structure (XYZ):
```
50
C17H16N7O4RuS5 ωB97M-V with the def2-TZVPD basis set
Ru 0.18545 -0.50389 -0.23874
O 4.52940 3.17857 0.79136
C 5.02778 1.99389 0.46246
O 6.21016 1.77305 0.44179
C 4.05309 0.92803 0.09641
C 4.41131 -0.31111 -0.40516
N 3.28007 -0.99920 -0.63307
N 2.21520 -0.27509 -0.31563
C 2.64920 0.89557 0.13460
C 1.57361 1.86587 0.55042
O 1.84858 3.00718 0.86421
O 0.36733 1.36277 0.52684
H 3.53935 3.18669 0.83352
H 5.38617 -0.71570 -0.61031
H 3.13135 -1.91495 -1.04030
S 1.19110 -1.72834 3.88691
C 0.74356 -1.70041 2.36938
N 0.39910 -1.74330 1.23056
C -3.40826 -3.87609 0.75351
N -2.72670 -2.60600 0.57330
C -2.84671 -1.79805 -0.47532
S -2.11984 -0.22669 -0.36411
N -3.56654 -2.18512 -1.51779
C -3.69308 -1.44288 -2.76203
H -3.20551 -4.22443 1.76150
H -3.05921 -4.63897 0.05618
H -4.48749 -3.74489 0.64822
H -2.10952 -2.27197 1.30020
H -3.89910 -3.13806 -1.52073
H -3.60706 -0.38055 -2.55754
H -4.67139 -1.64728 -3.19024
H -2.91033 -1.73463 -3.46358
S -1.05063 -7.22199 -0.51927
C -0.20829 -5.83618 -0.83848
S -0.97738 -4.54374 -1.72576
C 0.41325 -3.54906 -1.51430
N 1.37801 -4.12902 -0.89547
N 1.04164 -5.40810 -0.51180
C 2.05901 -6.10648 0.21788
C 1.99521 -7.47822 0.43691
C 3.00711 -8.10171 1.15147
C 4.07770 -7.38142 1.64956
C 4.13692 -6.01517 1.42038
C 3.13866 -5.37436 0.70878
S 0.49710 -1.92115 -2.12402
H 1.17457 -8.05645 0.05103
H 2.94592 -9.16905 1.31462
H 4.85858 -7.87563 2.21077
H 4.96606 -5.43437 1.80061
H 3.19177 -4.31163 0.54326
```

frontier orbital gap (alpha / beta)	6.9 / 6.6	eV
HOMO (alpha / beta)	-8.502 / -8.483	eV
multiplicity	2
energy	-3427.5707	hartree



Record 3
A molecular structure, C17H16N7O4RuS5, computed with ωB97M-V with the def2-TZVPD basis set.

Structure (XYZ):
```
50
C17H16N7O4RuS5 ωB97M-V with the def2-TZVPD basis set
Ru 2.18860 -0.02902 0.53950
O -2.40605 0.12387 4.18319
C -1.66538 -0.91462 4.50425
O -1.80821 -1.52157 5.53600
C -0.61501 -1.34241 3.53604
C 0.25022 -2.39661 3.77728
N 1.06631 -2.49458 2.72100
N 0.79671 -1.56984 1.80215
C -0.22201 -0.84886 2.26975
C -0.71123 0.29798 1.42351
O -1.62924 1.02078 1.82546
O -0.10983 0.45228 0.32504
H -2.17666 0.52944 3.29751
H 0.29399 -3.04411 4.63016
H 1.82845 -3.14447 2.58413
S 3.99365 -1.21905 4.74351
C 3.60559 -0.65884 3.31305
N 3.34247 -0.25718 2.23783
C -0.99822 3.91298 -1.01319
N -0.16443 3.27429 -0.02278
C 1.15508 3.17152 -0.10373
S 2.03150 2.46661 1.19760
N 1.81471 3.73672 -1.11483
C 3.25283 3.76128 -1.21782
H -1.99664 4.03138 -0.60082
H -1.07912 3.30948 -1.92355
H -0.60239 4.89778 -1.26735
H -0.64140 2.71871 0.68089
H 1.28646 3.99879 -1.93392
H 3.68207 4.04153 -0.25549
H 3.53940 4.49441 -1.96951
H 3.65100 2.78087 -1.49810
S -1.60591 1.07884 -3.26932
C -0.26725 0.31179 -2.69480
S 1.32224 1.04016 -2.58672
C 1.86481 -0.41196 -1.66089
N 0.94076 -1.34262 -1.65763
N -0.19945 -0.94376 -2.20450
C -1.26065 -1.87180 -2.29616
C -1.87982 -2.06007 -3.52511
C -2.89139 -2.99474 -3.63152
C -3.25908 -3.75147 -2.53016
C -2.62199 -3.56972 -1.31233
C -1.61745 -2.62614 -1.18805
S 3.53259 -0.70749 -1.34450
H -1.57048 -1.48661 -4.38574
H -3.38250 -3.13703 -4.58264
H -4.03827 -4.49188 -2.62851
H -2.90653 -4.16555 -0.45751
H -1.11286 -2.44948 -0.25066
```

frontier orbital gap (alpha / beta)	8.0 / 6.2	eV
HOMO (alpha / beta)	-8.308 / -8.664	eV
multiplicity	6
energy	-3427.5101	hartree



Record 4
A molecular structure, C17H16N7O4RuS5, computed with ωB97M-V with the def2-TZVPD basis set.

Structure (XYZ):
```
50
C17H16N7O4RuS5 ωB97M-V with the def2-TZVPD basis set
Ru 1.56331 0.01146 1.24562
O -0.83119 5.19936 -1.00488
C 0.33721 5.45746 -0.45718
O 0.75441 6.57856 -0.30488
C 1.16011 4.29956 0.00632
C 2.38271 4.44776 0.64752
N 2.82421 3.22756 0.96882
N 1.96991 2.28316 0.58112
C 0.94231 2.90376 0.00062
C -0.17019 2.06056 -0.55448
O -1.07479 2.58956 -1.20318
O -0.06919 0.81986 -0.33058
H -1.03459 4.22276 -1.10188
H 2.92921 5.34396 0.86302
H 3.67301 2.99696 1.48692
S 5.17131 1.85526 2.92592
C 4.20261 0.67666 2.47032
N 3.45371 -0.16444 2.12582
C 0.84961 0.38126 -3.29478
N 1.49451 -0.45094 -2.29908
C 0.97641 -1.36634 -1.48288
S 2.05141 -2.00724 -0.29288
N -0.21209 -1.95264 -1.58278
C -1.39999 -1.47894 -2.26308
H 1.61241 1.01446 -3.73918
H 0.08741 1.02666 -2.85788
H 0.39961 -0.22864 -4.07448
H 2.41291 -0.13784 -2.00088
H -0.36449 -2.65564 -0.86838
H -1.32239 -1.62254 -3.34068
H -1.57659 -0.42634 -2.04068
H -2.24769 -2.05674 -1.90348
S -3.87259 -0.10564 0.12172
C -2.56059 -0.06424 1.11562
S -2.11729 1.41956 1.95322
C -0.64839 0.62056 2.50862
N -0.59739 -0.63474 2.14352
N -1.65839 -1.03554 1.41042
C -1.75799 -2.42614 1.17732
C -2.89169 -3.02694 0.63532
C -2.93799 -4.40164 0.48042
C -1.86779 -5.19204 0.86092
C -0.74039 -4.59524 1.40202
C -0.67469 -3.22424 1.55782
S 0.57251 1.34966 3.43032
H -3.74759 -2.43624 0.35482
H -3.82629 -4.85854 0.07012
H -1.92299 -6.26474 0.75192
H 0.09521 -5.20064 1.71302
H 0.20901 -2.77174 1.98882
```

frontier orbital gap (alpha / beta)	8.1 / 5.9	eV
HOMO (alpha / beta)	-8.289 / -8.524	eV
multiplicity	6
energy	-3427.5078	hartree



Record 5
A molecular structure, C17H16NO8PdS3, computed with ωB97M-V with the def2-TZVPD basis set.

Structure (XYZ):
```
46
C17H16NO8PdS3 ωB97M-V with the def2-TZVPD basis set
Pd -0.01723 -0.61215 -0.08071
S 2.39729 -1.51288 -0.65438
C 2.40873 -1.24879 1.04576
N 1.28714 -0.97328 1.64618
C 1.43361 -0.71429 2.99509
C 0.41055 -0.37038 3.87470
C 0.73807 -0.15790 5.20119
C 2.05542 -0.28444 5.65341
C 3.07569 -0.62526 4.78168
C 2.75327 -0.83649 3.44597
S 3.79225 -1.25635 2.10857
H -0.60020 -0.27760 3.49417
H -0.04039 0.11536 5.90256
H 2.28283 -0.11016 6.69778
H 4.09685 -0.71811 5.13040
O 0.01896 3.53649 -0.39101
C 0.21409 2.37253 -0.72166
O 0.52898 1.42717 0.10188
C 0.05018 1.99328 -2.17633
C -0.93441 2.62312 -2.92353
C -1.16570 2.29514 -4.25983
C -0.35881 1.32604 -4.80135
O -0.33383 0.84627 -6.09687
C 0.45715 -0.33175 -5.99613
O 1.32617 -0.16559 -4.88686
C 0.63772 0.71212 -4.06758
C 0.86996 1.01545 -2.75053
H -1.53490 3.37982 -2.43663
H -1.94371 2.77282 -4.84075
H 1.04184 -0.45578 -6.90253
H -0.20141 -1.19013 -5.81169
H 1.64668 0.53053 -2.17608
C -2.74797 1.78612 1.00331
S -2.82516 0.09324 0.49259
O -2.21834 0.01591 -0.85071
O -4.21853 -0.28218 0.55018
O -1.94388 -0.63865 1.43498
H -3.31860 2.38088 0.29177
H -1.71555 2.11761 1.04223
H -3.20285 1.84598 1.99105
C -0.96041 -3.50554 0.91617
O -0.42992 -2.87026 -0.25715
H -0.41821 -3.19430 1.80937
H -0.91562 -4.59061 0.80762
H -1.99072 -3.18349 1.01419
H 0.51291 -3.07953 -0.35045
```

frontier orbital gap (alpha / beta)	7.9 / 7.4	eV
HOMO (alpha / beta)	-5.469 / -5.543	eV
multiplicity	3
net charge	-1
energy	-2636.6457	hartree



Record 6
A single C17H16O3 molecule, computed with ωB97M-V with the def2-TZVPD basis set.

Structure (XYZ):
```
36
C17H16O3 ωB97M-V with the def2-TZVPD basis set
C -2.62738 -1.82459 3.61143
C -2.66572 -0.60362 2.69060
C -3.52561 0.42460 3.01274
C -3.40094 1.66599 2.34251
C -2.59790 1.86453 1.32869
C -1.61407 0.87960 0.99579
C -0.64866 1.14381 0.11860
C 0.45924 0.35727 0.01454
C 0.63670 -0.78624 0.76548
C -0.44524 -1.11384 1.63686
C -1.59019 -0.26744 1.79801
C 1.23272 0.69916 -1.24958
C 1.41595 -0.36064 -2.27184
C 2.85344 -0.55890 -2.30326
C 3.29103 -1.25698 -3.58202
C 3.33291 0.79849 -2.07043
O 2.49598 1.28261 -0.97757
O 0.47071 1.67741 -1.82665
C -0.61918 1.91891 -1.12004
O -1.43733 2.84705 -1.40525
H -3.53323 -1.99724 4.25717
H -2.35254 -2.68126 3.03095
H -1.86774 -1.64207 4.32462
H -4.23916 0.33876 3.90170
H -4.15763 2.44981 2.61573
H -2.59162 2.87419 0.78103
H 1.42640 -1.48697 0.60283
H -0.38694 -2.02317 2.34863
H 0.85894 -1.22640 -1.98823
H 0.99770 -0.03609 -3.26811
H 3.25586 -1.34437 -1.50845
H 4.30978 -1.66328 -3.52509
H 3.15697 -0.65550 -4.49000
H 2.59092 -2.08434 -3.71895
H 4.35310 1.01775 -1.84130
H 3.16274 1.37299 -3.03116
```

frontier orbital gap	8.4	eV
HOMO	-8.519	eV
multiplicity	1
energy	-883.0834	hartree



Which ΔE to the lowest compared entry with this formula, charge and spin belongs to each record? In order, 251.5 113.1 88.4 94.4 0.0 192.3 kJ/mol.